{"formula": "C4H10NO3", "method": "the ωB97M-V functional and the def2-TZVPD basis", "spin_multiplicity": 2, "total_energy_ha": -438.75427, "homo_energy_ev": [-10.184, -10.075], "gap_ev": [10.8, 8.1], "symbols": ["O", "C", "N", "C", "C", "C", "O", "H", "H", "H", "H", "H", "H", "H", "H", "H", "H", "O"], "coordinates": [[-2.80, 0.23, -1.49], [-1.90, -0.58, -1.33], [-0.90, -0.19, -0.41], [0.06, -1.23, 0.00], [1.28, -0.68, 0.70], [0.78, -0.06, 2.18], [1.72, 0.55, 2.77], [-1.75, -1.32, -2.05], [-1.11, 0.54, 0.42], [0.45, -1.63, -0.92], [-0.44, -2.12, 0.54], [1.90, -1.58, 0.99], [1.88, 0.04, 0.26], [-0.05, 0.56, 1.93], [0.51, -0.94, 2.82], [0.66, 1.15, -1.54], [1.94, 2.01, -1.70], [1.20, 1.71, -2.18]], "nbo_charge": [-0.5569, 0.5101, -0.6776, -0.2467, -0.3515, -0.0660, -0.3277, 0.1477, 0.4165, 0.2143, 0.1941, 0.2264, 0.2171, 0.1259, 0.1786, 0.4769, 0.4630, -0.9444]}

---

{"formula": "C4H10NO3", "method": "the ωB97M-V functional and the def2-TZVPD basis", "spin_multiplicity": 1, "total_energy_ha": -438.60765, "homo_energy_ev": -14.420, "charge": 1, "gap_ev": 10.8, "symbols": ["O", "C", "C", "C", "C", "O", "N", "H", "H", "H", "H", "H", "H", "H", "H", "H", "H", "O"], "coordinates": [[-0.74, 1.15, 2.50], [-0.48, 0.10, 2.01], [-0.44, 0.05, 0.43], [-1.48, -0.96, -0.02], [-1.38, -1.39, -1.44], [-0.39, -1.21, -2.12], [0.93, -0.37, -0.03], [-0.25, -0.80, 2.61], [-0.59, 1.12, 0.30], [-1.68, -1.75, 0.69], [-2.45, -0.49, 0.10], [-2.24, -1.91, -1.89], [0.83, -0.66, -1.02], [1.57, 0.41, 0.05], [1.35, -1.13, 0.49], [3.11, 3.04, -0.43], [3.66, 1.93, -1.19], [2.86, 2.15, -0.68]], "nbo_charge": [-0.4289, 0.4026, -0.1527, -0.5800, 0.4651, -0.5341, -0.7018, 0.1445, 0.2727, 0.2756, 0.2889, 0.1697, 0.4732, 0.4687, 0.4295, 0.4926, 0.4848, -0.9705]}

---

{"formula": "C4H10NO8P2S", "method": "the ωB97M-V functional and the def2-TZVPD basis", "spin_multiplicity": 1, "total_energy_ha": -1895.89842, "homo_energy_ev": 4.116, "charge": -3, "gap_ev": 1.2, "symbols": ["N", "P", "O", "O", "C", "O", "O", "C", "C", "C", "S", "H", "H", "H", "H", "H", "H", "H", "H", "H", "H", "O", "P", "O", "O", "O"], "coordinates": [[2.45, -0.41, 0.43], [2.33, 0.07, 2.01], [2.39, 1.69, 1.78], [0.65, -0.14, 2.46], [-0.28, 0.49, 1.71], [-0.78, 1.56, 1.99], [-0.59, -0.26, 0.64], [-1.21, 0.42, -0.44], [-2.73, 0.18, -0.51], [-3.40, -0.08, 0.83], [-4.04, 1.43, 1.63], [2.21, -1.38, 0.27], [1.99, 0.16, -0.26], [2.00, 1.94, 0.94], [-0.76, 0.01, -1.33], [-0.99, 1.48, -0.44], [-2.88, -0.70, -1.13], [-3.21, 1.00, -1.02], [-4.26, -0.71, 0.65], [-2.76, -0.62, 1.51], [-5.32, 1.30, 1.26], [3.79, -2.64, -1.55], [3.84, -1.49, -2.60], [5.20, -0.75, -2.48], [2.67, -0.49, -2.31], [3.68, -2.06, -4.03]], "nbo_charge": [-1.1496, 1.4415, -0.9997, -0.8128, 0.9692, -0.6626, -0.5121, -0.0883, -0.4534, -0.5732, -0.5270, 0.4379, 0.4204, 0.4825, 0.2237, 0.1881, 0.1955, 0.2135, 0.2049, 0.2211, 0.0695, -1.1829, 2.4706, -1.1687, -1.2284, -1.1796]}

---

{"formula": "C4H10NOP", "method": "the ωB97M-V functional and the def2-TZVPD basis", "spin_multiplicity": 1, "total_energy_ha": -629.62163, "homo_energy_ev": -8.159, "gap_ev": 9.1, "symbols": ["C", "C", "O", "H", "H", "H", "H", "C", "C", "N", "P", "H", "H", "H", "H", "H", "H"], "coordinates": [[1.98, -1.44, 0.45], [2.12, -0.01, 0.20], [1.27, -0.83, -0.52], [2.89, -2.14, 0.23], [1.49, -1.65, 1.36], [2.98, 0.49, -0.08], [1.57, 0.43, 1.07], [-1.17, 1.41, -1.00], [-1.33, 1.24, 0.28], [-1.69, -0.02, 0.73], [-1.86, -1.37, -0.28], [-0.81, 2.38, -1.36], [-1.11, 0.56, -1.66], [-1.43, 2.14, 0.91], [-1.79, -0.14, 1.71], [-0.87, -2.24, 0.25], [-2.83, -2.07, 0.44]], "nbo_charge": [-0.0970, -0.1157, -0.4700, 0.1717, 0.1643, 0.1902, 0.1608, -0.5058, -0.0123, -0.9188, 0.5447, 0.2029, 0.2071, 0.2081, 0.3923, -0.0632, -0.0593]}

---

{"formula": "C4H10NOPS2", "method": "the ωB97M-V functional and the def2-TZVPD basis", "spin_multiplicity": 1, "total_energy_ha": -1426.18899, "homo_energy_ev": -8.354, "gap_ev": 8.9, "symbols": ["C", "C", "O", "P", "S", "N", "C", "C", "S", "H", "H", "H", "H", "H", "H", "H", "H", "H", "H"], "coordinates": [[-2.68, 1.72, -1.45], [-1.83, 0.45, -1.17], [-0.53, 0.83, -0.85], [0.36, -0.41, -0.28], [0.36, -1.86, -1.58], [1.95, 0.09, 0.09], [2.40, -0.85, 1.13], [1.39, -0.84, 2.29], [-0.28, -1.18, 1.59], [-3.73, 1.47, -1.65], [-2.60, 2.42, -0.65], [-2.21, 2.21, -2.34], [-1.82, -0.16, -2.06], [-2.30, -0.08, -0.33], [2.52, 0.01, -0.76], [3.37, -0.50, 1.52], [2.54, -1.87, 0.74], [1.43, 0.14, 2.75], [1.64, -1.60, 3.01]], "nbo_charge": [-0.6175, -0.0771, -0.7896, 1.5554, -0.6449, -0.9406, -0.2445, -0.5091, -0.0423, 0.2165, 0.2116, 0.2117, 0.2032, 0.1741, 0.4172, 0.2140, 0.2039, 0.2205, 0.2375]}

---

{"formula": "C4H10NOS", "method": "the ωB97M-V functional and the def2-TZVPD basis", "spin_multiplicity": 1, "total_energy_ha": -686.46517, "homo_energy_ev": -2.752, "charge": -1, "gap_ev": 6.4, "symbols": ["C", "N", "C", "O", "C", "C", "S", "H", "H", "H", "H", "H", "H", "H", "H", "H", "H"], "coordinates": [[-0.30, 0.43, -1.04], [0.47, 1.18, -0.05], [2.33, 0.67, 0.05], [3.28, 1.12, -0.71], [-0.92, -0.98, -0.38], [-1.73, -0.74, 0.87], [-1.48, -1.78, 2.37], [-0.89, 0.98, -1.81], [0.28, -0.30, -1.78], [0.03, 1.98, 0.17], [2.30, 0.52, 1.16], [2.09, -0.35, -0.33], [-0.04, -1.55, -0.20], [-1.55, -1.45, -1.25], [-2.80, -0.66, 0.90], [-1.15, 0.21, 1.25], [0.08, 0.70, 0.79]], "nbo_charge": [-0.2671, -0.7013, 0.2098, -0.7138, -0.4073, -0.5339, -0.7219, 0.1970, 0.2029, 0.3733, 0.1252, 0.0959, 0.2132, 0.1953, 0.2221, 0.1200, 0.3905]}

---

{"formula": "C4H10NOS", "method": "the ωB97M-V functional and the def2-TZVPD basis", "spin_multiplicity": 1, "total_energy_ha": -686.25190, "homo_energy_ev": -13.115, "charge": 1, "gap_ev": 7.8, "symbols": ["C", "C", "C", "C", "N", "O", "S", "H", "H", "H", "H", "H", "H", "H", "H", "H", "H"], "coordinates": [[-0.10, 0.42, -0.74], [-1.54, 0.20, -0.03], [-2.68, -0.41, -0.70], [0.85, 1.18, -0.21], [2.72, -1.12, 1.10], [2.01, 1.37, -0.70], [-1.66, 0.62, 1.56], [-0.10, 0.05, -1.78], [-2.85, 0.10, -1.63], [-3.51, -0.55, -0.04], [-2.19, -1.35, -0.94], [0.75, 1.91, 0.65], [2.49, -1.99, 1.62], [3.57, -0.56, 1.54], [3.04, -1.41, 0.25], [2.23, 1.19, -1.59], [-3.03, 0.35, 1.64]], "nbo_charge": [-0.4056, 0.0755, -0.6939, 0.3193, -1.0959, -0.6074, 0.3595, 0.2471, 0.2797, 0.2441, 0.2834, 0.2204, 0.3741, 0.3794, 0.3483, 0.5121, 0.1598]}